Density functional theory data (ωB97M-V/def2-TZVPD) for 7 unconnected molecules or ions with the total composition C24H36FN2O21P.

Each line ends with the Mulliken charge.
CARTESIAN COORDINATES (ANGSTROEM)
P: 0.56887 2.49531 2.72960  0.2062
F: 3.74085 3.98738 2.90295  -0.2996
O: -4.19346 -1.55728 -1.65596  -0.3708
O: -6.05983 -2.80803 -1.62100  -0.5931
O: 2.34120 -5.01729 -1.14775  -0.3417
O: -0.52406 -9.07134 -6.07584  -0.5444
O: 3.56363 -6.09077 -2.70048  -0.5729
O: 2.69296 0.18264 1.22661  -0.5628
O: 1.42268 -9.31067 -4.96267  -0.3617
O: 0.24996 -7.44212 -4.72745  -0.3222
O: -2.82694 -4.20209 -1.79282  -0.2745
O: -4.35913 1.33770 2.30668  -0.5005
O: 2.23136 7.41828 1.71880  -0.2321
O: 3.88529 1.97273 1.85739  -0.3752
O: -4.78167 3.12506 3.61422  -0.3415
O: 3.72956 -3.85845 -2.43059  -0.3744
O: 3.55555 6.38126 0.22455  -0.4677
O: 3.59575 8.62302 0.44669  -0.3684
O: -0.94598 -3.03486 -1.39072  -0.5465
O: -2.93226 1.94208 3.94007  -0.2551
O: -4.83252 -2.50639 0.24384  -0.4142
O: 0.26174 4.10305 2.80709  -0.4407
O: -1.30678 -3.98641 -3.38734  -0.3299
N: -1.68871 1.77378 0.48004  -0.1792
N: 1.68723 2.34368 4.02911  -0.5835
C: 3.80203 3.36419 1.67122  0.2808
C: -3.49857 -2.02516 0.48224  -0.1212
C: 2.34812 -3.68816 -0.60154  -0.0318
C: -3.43604 -4.75694 -2.97563  -0.3527
C: -1.63941 -3.67189 -2.12673  0.7014
C: 3.17051 7.38000 0.74117  0.6031
C: 0.75623 1.97653 0.01374  -1.4838
C: 1.65770 2.39969 1.19914  2.2659
C: 2.73995 1.35950 1.42652  -0.1199
C: 2.52831 3.61799 0.88427  -1.6503
C: 0.30231 -8.65340 -5.33134  0.5958
C: -3.30390 -1.03493 -0.65116  -0.0472
C: 2.27456 -8.40814 -4.24175  -0.2678
C: 1.28540 -7.37610 -3.73251  0.0347
C: -0.64231 2.59405 -0.13409  -0.9383
C: -4.05776 2.06063 3.20084  0.6188
C: 2.74661 9.56946 1.10612  -0.3672
C: 3.24833 -5.08477 -2.14163  0.7176
C: 2.91913 -2.88346 -1.75301  -0.1721
C: -2.78098 3.11977 4.73570  -0.1465
C: -2.21273 -4.99898 -3.84691  -0.2825
C: -5.12068 -2.33211 -1.05856  0.7052
C: 2.18617 8.74661 2.25471  -0.3119
C: -4.21190 3.62431 4.82934  -0.3832
H: -2.12773 3.81574 4.20508  0.1025
H: -4.30029 4.70653 4.85283  0.3054
H: -2.81780 -2.87003 0.40884  0.1268
H: 1.55412 1.43502 4.46555  0.2699
H: -3.43730 -1.57554 1.46915  0.3558
H: -0.84246 2.62754 -1.20865  0.4632
H: -2.33909 2.86172 5.69430  0.3239
H: 0.85970 -7.64931 -2.76588  0.1996
H: -3.98493 -5.65259 -2.70328  0.3276
H: 2.99774 -7.97989 -4.93616  0.2708
H: 0.66154 0.88710 0.02282  0.5130
H: 2.14020 4.59439 1.16475  0.2498
H: 4.71114 3.72737 1.19595  0.3491
H: -3.62598 -0.03287 -0.37266  0.1771
H: 3.33522 10.42647 1.41893  0.2993
H: 1.68640 -6.36876 -3.68370  0.0814
H: -2.39680 -4.86854 -4.90879  0.3492
H: 1.16330 8.99583 2.52102  0.2964
H: 2.78897 3.63579 -0.17574  0.4692
H: -0.65173 3.64234 0.20217  0.2852
H: 1.97300 9.88798 0.40649  0.2610
H: 2.98654 -3.66847 0.28207  0.2559
H: 1.03920 4.64180 3.02128  0.2886
H: -2.57326 2.26469 0.53048  0.1863
H: -4.75279 3.19330 5.67304  0.2501
H: -2.29068 -1.00079 -1.03398  0.1546
H: 1.48127 3.02727 4.75097  0.2467
H: 2.82022 8.78502 3.14142  0.2611
H: 2.14181 -2.54740 -2.44053  0.2195
H: -1.74301 -5.96746 -3.67562  0.1318
H: -1.43867 1.50169 1.42317  0.0867
H: 1.33373 -3.40307 -0.33885  0.1013
H: 2.79524 -8.94664 -3.45651  0.2866
H: 1.30846 2.23717 -0.89451  0.5661
H: -4.12131 -4.02167 -3.39729  0.2558
H: 3.52967 -2.04072 -1.44329  0.2321

- Molecular weight: 738.52 u
- HOMO energy: -8.84 eV
- Largest force on an atom: 0.010 Eh/bohr
- Spin multiplicity: 1
- Total energy: -3067.02816 a.u.

=====

Density functional theory data (ωB97M-V/def2-TZVPD) for a single C24H36N2O4 molecule.

Each line ends with the natural charge from an NBO analysis.
CARTESIAN COORDINATES (ANGSTROEM)
O: 4.17248 -1.62454 -0.80190  -0.7489
O: -4.95445 5.96497 1.18075  -0.6305
O: -1.49528 1.18680 1.19305  -0.4959
O: 0.14389 -2.22798 -3.89730  -0.6461
N: -4.67473 3.79920 1.71378  -0.4392
N: 1.96455 -2.60515 -2.62906  -0.6438
C: 4.11506 -3.52336 -3.28445  -0.3970
C: 0.21305 -1.18187 -1.76886  -0.1969
C: -2.83032 1.65879 1.16794  0.1042
C: 0.33525 0.08133 0.27232  -0.2832
C: 0.94395 -0.70589 -0.68068  -0.1202
C: 5.50269 -3.65859 -1.12593  -0.4196
C: -3.17430 2.09125 2.59539  -0.4199
C: 0.76366 -2.03633 -2.86232  0.6716
C: 5.02590 -2.55913 -0.14938  0.2606
C: -1.12976 -0.83186 -1.86499  -0.1458
C: 4.38601 -4.27958 -1.97361  -0.4168
C: 2.62776 -3.42318 -3.62930  -0.0371
C: 6.24696 -1.82868 0.42023  -0.6285
C: 4.20306 -3.14843 0.99756  -0.6257
C: -1.74722 -0.04319 -0.91398  -0.2763
C: -1.01605 0.42187 0.17444  0.3158
C: -5.50324 6.76230 3.88246  -0.3985
C: -4.40339 3.43050 0.34067  -0.2258
C: -4.95281 5.42076 3.50168  -0.3419
C: 1.95047 -4.78968 -3.74905  -0.6204
C: -6.32363 5.53634 4.11543  -0.4026
C: -4.58232 2.68886 2.62876  -0.2111
C: -4.85589 5.10558 2.03642  0.6878
C: -2.99290 2.85468 0.22203  -0.4383
H: 3.47425 -4.31458 -1.37881  0.2036
H: 0.91755 -4.64401 -4.05232  0.2388
H: 1.96392 -5.32020 -2.80077  0.1997
H: -1.68718 -1.19393 -2.71604  0.2380
H: 6.83228 -1.37627 -0.37977  0.2026
H: -3.10972 1.23357 3.26541  0.2195
H: 4.70138 -1.08684 -1.40158  0.4763
H: -4.50709 4.32956 -0.26865  0.2563
H: -3.51239 0.84818 0.87004  0.1711
H: 1.99433 -0.92372 -0.56631  0.2180
H: 6.26631 -3.24356 -1.78907  0.1984
H: -4.84616 3.00302 3.63661  0.2249
H: 0.89119 0.45573 1.11782  0.2208
H: 4.63188 -4.01678 -4.10917  0.2135
H: -2.79192 0.19686 -1.03542  0.2081
H: -5.30482 1.92453 2.31289  0.1901
H: 3.88368 -2.34871 1.66076  0.2188
H: 2.49836 -2.36407 -1.80729  0.4228
H: -7.17417 5.36397 3.47335  0.2197
H: -2.26200 3.61661 0.49994  0.2159
H: 3.31407 -3.64595 0.62099  0.2145
H: 5.98087 -4.43519 -0.52730  0.2128
H: 4.65546 -5.31029 -2.20678  0.2149
H: -2.44365 2.83445 2.91810  0.2106
H: 2.45601 -5.39175 -4.49947  0.2036
H: -5.14199 2.68848 0.01468  0.1850
H: 6.88459 -2.52159 0.96167  0.2176
H: -4.15740 5.01097 4.11144  0.2259
H: -5.07247 7.26972 4.73176  0.2149
H: -5.78605 7.41297 3.06957  0.2407
H: -2.79643 2.55795 -0.80866  0.2227
H: 4.79681 -3.86215 1.56051  0.2138
H: 4.50897 -2.50753 -3.22095  0.1939
H: -6.45978 5.18227 5.12705  0.2144
H: 2.51628 -2.91434 -4.59738  0.2102
H: 5.92657 -1.04314 1.10109  0.2171

- Molecular weight: 416.56 u
- HOMO energy: -8.43 eV
- Largest force on an atom: 0.017 Eh/bohr
- Spin multiplicity: 1
- Total energy: -1346.62128 a.u.

=====

Density functional theory data (ωB97M-V/def2-TZVPD) for 4 unconnected molecules or ions with the total composition C24H36N4O10.

Each line ends with the Mulliken charge.
CARTESIAN COORDINATES (ANGSTROEM)
O: 2.90257 1.45298 1.03876  -0.2353
O: 2.22694 -4.61192 1.04368  -0.3347
O: -4.68912 -2.71015 0.74519  -0.4008
O: 1.54669 -2.47706 1.31147  -0.5545
O: 1.80601 1.42316 2.97840  -0.3484
O: 1.27931 3.53041 -0.93141  -0.4540
O: 0.71838 0.91163 1.07597  -0.3416
O: 0.05272 -4.13767 1.14821  -0.0155
O: -2.81582 -3.85719 1.13338  -0.0972
O: -4.18259 -4.49610 -0.53432  -0.5502
N: -0.48808 -1.19450 -4.64657  -0.6448
N: -0.62535 -0.93062 -0.89316  -0.1728
N: -0.98925 3.60012 -1.41199  0.1521
N: 2.69677 0.53313 -5.44668  -0.5263
C: 3.20025 1.55470 3.29184  -0.5998
C: 1.30610 -3.63284 1.18100  0.4836
C: 1.90010 1.15250 -4.85838  -0.1433
C: 0.57098 5.13191 -2.52051  -1.1887
C: 0.14324 -5.50757 0.69322  0.5213
C: 1.71143 1.23147 1.63919  0.4331
C: 5.21166 1.75852 1.74053  -1.5400
C: 0.35412 4.02420 -1.52579  0.3587
C: -0.96293 -6.35776 1.26561  -1.3227
C: -1.11684 2.12912 -1.28655  0.1292
C: 0.97413 1.84537 -3.98689  -0.5421
C: -1.73035 4.32519 -0.38063  -0.6717
C: -4.19230 -2.25543 2.01851  0.5065
C: 3.76364 2.09109 1.99708  0.4894
C: 0.59173 -0.79618 -1.18864  -0.8220
C: -0.15016 -0.30432 -3.97087  -0.6508
C: -4.43107 -0.77880 2.20617  -1.3059
C: -2.74147 -2.65926 1.92559  -0.0300
C: 1.13374 0.30263 -2.02058  -0.9453
C: -1.02181 4.48622 0.98094  -0.7648
C: -3.92577 -3.75938 0.35704  0.5418
C: -1.15745 1.38688 -2.60607  -2.0429
C: 0.19120 0.83526 -3.10438  2.4585
C: 1.53376 -5.86782 1.15965  -0.5915
H: 2.01135 -6.62668 0.54548  0.3296
H: -0.90252 -6.39449 2.35533  0.3386
H: -0.71676 -1.75998 -0.31192  0.0699
H: -0.22595 3.77653 1.13112  0.0375
H: 0.08566 -5.49536 -0.39838  0.2542
H: -0.36039 1.75449 -0.60915  0.0881
H: 1.39829 1.13654 -1.37649  0.2334
H: -2.28833 -2.86722 2.89158  0.3433
H: -2.13138 -1.92837 1.39162  -0.2053
H: -5.49143 -0.54884 2.10618  0.3812
H: 5.38750 0.68649 1.83782  0.3425
H: -0.68407 5.50049 1.11976  0.3037
H: -2.05859 1.95425 -0.79320  0.5118
H: 3.34100 2.22627 4.13533  0.3077
H: 3.59206 0.56663 3.54428  0.3090
H: -3.90037 -0.20136 1.44820  0.1833
H: 1.30706 -1.50103 -0.79392  0.5521
H: 3.60331 3.17038 1.91784  0.2807
H: 0.28004 2.37728 -4.62079  0.5592
H: -1.51769 2.08865 -3.35215  0.6337
H: 1.54775 2.49109 -3.34013  0.2756
H: 1.55997 -6.17791 2.20669  0.3213
H: 1.53984 5.57576 -2.36899  0.3446
H: 5.85630 2.28683 2.44251  0.4080
H: 2.06051 -0.00404 -2.48445  0.5151
H: -2.68896 3.86910 -0.20664  0.4860
H: -1.74686 4.31552 1.76632  0.3717
H: -1.93866 5.31634 -0.77114  0.3885
H: -0.24390 5.83972 -2.47136  0.3985
H: 0.52943 4.67336 -3.49755  0.2202
H: -1.88884 0.60457 -2.58000  0.5236
H: 5.49285 2.04120 0.72685  0.3690
H: -4.70893 -2.82577 2.79651  0.2647
H: -1.93006 -5.93977 1.01341  0.2113
H: -4.09467 -0.45882 3.19186  0.3894
H: -0.91133 -7.37595 0.87994  0.4217

- Molecular weight: 540.57 u
- HOMO energy: -9.08 eV
- Largest force on an atom: 0.061 Eh/bohr
- Spin multiplicity: 1
- Total energy: -1907.54671 a.u.